Here is a cluster of 2 separate species, C9H8Cl3N2O in total in a non-equilibrium geometry from the Open Molecules 2025 dataset. Energies are from ωB97M-V/def2-TZVPD.

- Spin multiplicity: 1
- E_tot: -1912.694197 hartree
- Highest occupied orbital energy: -12.3 eV
- Orbital gap: 0.2946 hartree
- Relative energy (zero: lowest compared OMol25 entry of this formula, charge and spin): 0.812 eV
- Lowest unoccupied orbital energy: -4.305 eV
- Net charge: +1

```
23
Properties=species:S:1:pos:R:3:forces:R:3:nbo_charge:R:1
Cl 2.3402 -0.1061 -2.7772 -0.23 0.02 -0.42 0.060
Cl -0.5516 -0.6933 -3.2561 0.75 0.72 0.19 -0.001
Cl 0.3509 1.9409 -2.2157 0.04 -0.49 -0.36 0.107
O 1.8602 -0.7311 0.0147 1.39 -0.82 0.15 -0.298
N 2.2158 -2.1061 -0.1121 -3.19 -0.26 0.07 -0.233
N 0.1108 -1.9397 -0.6730 0.12 2.11 0.98 -0.539
C -0.2714 0.4125 0.3234 -0.29 -1.47 0.33 -0.148
C 0.5540 -0.5879 -0.4191 0.00 1.91 -2.90 0.481
C 0.3623 1.4164 1.0160 1.35 0.69 2.03 -0.180
C -1.6695 2.1590 1.9548 -0.42 -2.15 -1.44 -0.171
C -0.2892 2.2241 1.9893 -0.06 -0.08 -1.12 -0.184
C 1.1016 -2.7494 -0.4891 0.43 -0.54 -0.29 0.362
C -2.3405 1.1509 1.1750 -0.67 0.28 0.62 -0.183
C 0.6947 0.2447 -2.3367 -0.68 -1.34 2.47 -0.239
C -1.6773 0.2132 0.4445 2.79 1.23 0.20 -0.193
H 1.4603 1.5273 1.0787 -0.62 -0.41 -0.67 0.236
H -0.7835 -1.9890 -1.1274 -0.30 -1.07 -0.14 0.481
H 3.1170 -2.4371 -0.3989 0.83 0.61 0.06 0.455
H 0.3406 2.8572 2.6612 -0.97 -0.46 -0.75 0.248
H 0.9768 -3.8267 -0.6209 0.55 0.33 -0.06 0.275
H -2.3926 2.6800 2.4902 -0.39 1.43 1.37 0.232
H -2.0749 -0.6734 0.0500 -1.08 -0.76 -0.57 0.199
H -3.4346 1.0136 1.2285 0.65 0.51 0.26 0.233
```
Forces are in eV/Å.